[1]
C5H9NO3 in the gas phase in a non-equilibrium geometry. Source: the Open Molecules 2025 dataset; level of theory: wB97M-V/def2-TZVPD.

Each line ends with the Löwdin charge.
Element x y z (Å)
1 C -2.02962 0.95284 0.30957  -0.002
2 C -1.14695 -0.24193 0.05389  -0.275
3 O -1.63785 -1.35142 0.22027  0.074
4 C 0.57260 -0.27491 -0.02511  -0.378
5 C 1.33613 -0.84586 1.15867  -0.008
6 N 0.81785 -1.01561 -1.29511  0.056
7 C 0.79638 1.17732 -0.26839  -0.423
8 O 1.05565 2.07721 0.49555  0.130
9 O 0.09254 1.42850 -1.51512  0.006
10 H -2.60146 1.13450 -0.60541  0.101
11 H -2.75487 0.70782 1.08905  0.094
12 H -1.48787 1.83374 0.64910  0.081
13 H 2.00367 -1.66696 0.86716  0.083
14 H 0.66378 -1.28177 1.90516  0.090
15 H 1.98989 -0.10591 1.63042  0.087
16 H 0.35150 -1.92632 -1.22880  0.098
17 H 1.81747 -1.21356 -1.37542  0.100
18 H 0.16113 0.61231 -2.06549  0.087

Computed properties:
Multiplicity: 1
Charge: 0
Energy above the lowest of the compared OMol25 structures with the same formula, charge and spin: 189.3 kJ/mol
Gap between HOMO and LUMO: 10.41 eV
SMILES string: CC(=O)[C@@](C)(N)C(=O)O
LUMO energy: 0.015 Ha
Highest occupied orbital energy: -0.3670 Eh

---

[2]
3 unconnected molecules or ions with the total composition C29H48F9N2O11P2S3 in a non-equilibrium geometry. Source: the Open Molecules 2025 dataset; level of theory: wB97M-V/def2-TZVPD.

Each line ends with the Löwdin charge.
Element x y z (Å)
1 C 0.18979 0.08508 0.93164  0.008
2 C 0.06964 -0.75915 -0.37575  -0.090
3 C 1.18193 -0.76121 -1.30219  -0.048
4 C 2.50658 0.04710 -1.14792  -0.073
5 C 2.48144 1.22154 -2.21397  -0.041
6 C 2.00491 2.60262 -1.59149  -0.357
7 F 1.46516 2.46418 -0.32669  0.079
8 F 3.19868 3.31622 -1.39082  0.077
9 C 1.15499 3.48967 -2.57338  -0.383
10 F 1.34234 4.82381 -2.32706  0.121
11 F 1.64679 3.26869 -3.84025  0.106
12 S -0.69416 3.17696 -2.59266  0.913
13 F -0.54663 1.62653 -2.09025  -0.164
14 F -0.91469 3.76312 -1.09889  -0.134
15 F -0.94825 4.67565 -3.21521  -0.144
16 F -0.59828 2.61073 -4.13900  -0.164
17 F -2.30155 2.93436 -2.68431  -0.142
18 C 1.06182 -1.60927 -2.52062  0.009
19 C 2.22900 -1.71347 -3.55980  -0.520
20 O 2.00244 -1.31983 -4.67891  0.067
21 O 3.43322 -2.25315 -3.17750  -0.189
22 P 4.71048 -1.68124 -4.21460  0.936
23 O 4.65396 -2.49958 -5.67741  -0.241
24 O 4.61162 -0.01659 -4.44862  -0.272
25 C -0.16774 -2.35661 -2.74453  -0.115
26 P -0.26114 -3.41191 -4.29670  0.781
27 N 0.82439 -4.57783 -4.28304  -0.294
28 C -1.26230 -2.25884 -1.76437  -0.207
29 O -2.39584 -2.94738 -2.05193  -0.085
30 C -2.52777 -4.17952 -1.27457  -0.123
31 C -4.07125 -4.34494 -0.95009  -0.313
32 C -4.24578 -5.56188 0.06346  -0.063
33 C -4.95512 -4.59900 -2.23200  -0.141
34 C -5.91773 -3.42019 -2.62418  -0.406
35 C -7.06750 -3.14345 -1.57479  -0.079
36 C -5.20152 -2.06364 -2.96538  -0.086
37 N -1.09820 -1.49430 -0.63090  0.074
38 C -2.20127 -1.39228 0.35656  -0.063
39 C -2.96186 0.01175 0.18240  -0.023
40 C -3.49019 0.37316 1.62996  -0.472
41 O -4.53258 -0.10925 1.96065  0.141
42 O -2.74804 1.17629 2.49423  0.090
43 H -0.03401 -0.62014 1.78097  0.092
44 H -0.48873 0.97473 0.93268  0.081
45 H 1.21858 0.46810 1.11214  0.080
46 H 3.35307 -0.63080 -1.45458  0.123
47 H 2.73595 0.37300 -0.10847  0.121
48 H 1.76618 0.91782 -3.02008  0.117
49 H 3.48836 1.36456 -2.68838  0.128
50 H 4.76424 -1.84231 -6.39328  0.067
51 H 4.13145 0.20055 -5.27595  0.071
52 H -0.04896 -2.55178 -5.41492  0.026
53 H -1.55365 -4.02661 -4.32520  0.023
54 H 0.34750 -5.48465 -4.33561  -0.031
55 H -1.98738 -4.07457 -0.28821  0.134
56 H -2.09128 -5.07767 -1.77940  0.146
57 H -4.39305 -3.41867 -0.39051  0.123
58 H -4.26722 -6.54894 -0.47817  0.091
59 H -5.19163 -5.42690 0.65926  0.093
60 H -3.41476 -5.61898 0.81440  0.078
61 H -4.28351 -4.88163 -3.09579  0.122
62 H -5.60967 -5.50320 -2.07115  0.120
63 H -6.44206 -3.74485 -3.57201  0.135
64 H -7.56153 -4.06507 -1.18352  0.082
65 H -6.69553 -2.44883 -0.77979  0.076
66 H -7.86639 -2.57370 -2.13310  0.087
67 H -4.41809 -2.22269 -3.75650  0.080
68 H -5.90490 -1.23190 -3.22876  0.089
69 H -4.65467 -1.72784 -2.03226  0.051
70 H -2.99390 -2.16762 0.21310  0.114
71 H -1.84141 -1.52568 1.41330  0.152
72 H -2.21495 0.77374 -0.16668  0.093
73 H -3.77837 -0.03433 -0.57391  0.126
74 H -2.28033 1.82436 1.93372  0.106
75 C 0.34717 1.88873 5.84600  -0.205
76 C 1.19890 1.29367 6.97140  -0.203
77 C 1.76023 -0.04011 6.46697  -0.214
78 S 1.88035 0.11208 4.68701  0.668
79 O 0.95392 -0.82059 4.07853  -0.341
80 O 3.27197 0.17114 4.30396  -0.329
81 C 1.18193 1.75046 4.57935  -0.230
82 H 0.08689 2.92916 6.04167  0.124
83 H -0.58229 1.32030 5.74596  0.121
84 H 2.02168 1.97501 7.20371  0.122
85 H 0.62046 1.15592 7.88543  0.119
86 H 2.74770 -0.24408 6.87797  0.107
87 H 1.08711 -0.86809 6.68988  0.107
88 H 0.59576 1.84564 3.66597  0.100
89 H 2.00647 2.46357 4.57302  0.072
90 C 5.74726 5.47990 3.03229  -0.216
91 C 5.48242 4.17575 2.27297  -0.210
92 C 4.26363 3.50837 2.91780  -0.227
93 S 3.27645 4.83546 3.61053  0.651
94 O 3.26662 4.69835 5.04785  -0.320
95 O 2.05909 4.97310 2.84414  -0.334
96 C 4.39019 6.16015 3.17392  -0.228
97 H 6.46050 6.11614 2.50770  0.119
98 H 6.15796 5.25471 4.02045  0.123
99 H 5.26679 4.40248 1.22485  0.114
100 H 6.34902 3.51378 2.29267  0.118
101 H 3.66942 2.96105 2.18696  0.093
102 H 4.55479 2.84394 3.73207  0.104
103 H 4.37198 6.92861 3.94488  0.112
104 H 4.05646 6.57504 2.22156  0.110

Computed properties:
Multiplicity: 1
Charge: +1
Gap between HOMO and LUMO: 7.11 eV
LUMO energy: -0.159 Ha
Highest occupied orbital energy: -0.4201 Eh

---

[3]
13 unconnected molecules or ions with the total composition CH27O13 in a non-equilibrium geometry. Source: the Open Molecules 2025 dataset; level of theory: wB97M-V/def2-TZVPD.

Each line ends with the Löwdin charge.
Element x y z (Å)
1 C -5.76149 15.33112 6.38639  -0.255
2 O -4.60696 15.36115 5.58570  -0.415
3 H -6.62012 15.63247 5.78636  0.038
4 H -5.93324 14.30525 6.71227  0.041
5 H -5.71666 15.97990 7.26113  0.050
6 O -7.32541 12.45554 5.02523  -0.036
7 H -7.58945 12.02226 4.21358  0.053
8 H -6.38261 12.30096 5.08407  0.035
9 O -3.73942 13.37778 3.69855  -0.051
10 H -4.16919 14.05518 4.22070  -0.029
11 H -3.89660 12.56653 4.18168  0.006
12 O -5.80776 12.89100 9.08588  -0.060
13 H -5.30643 13.02713 8.28191  -0.024
14 H -6.71786 12.83510 8.79463  0.024
15 O -7.35288 18.23720 7.62463  -0.035
16 H -6.95566 18.64599 8.39361  0.052
17 H -8.02568 17.65744 7.98163  0.025
18 O -6.86282 18.28630 4.87166  -0.047
19 H -6.89736 18.10630 5.81115  -0.004
20 H -7.68525 18.73846 4.68354  0.059
21 O -8.09269 15.01448 3.90178  -0.077
22 H -7.33671 15.51597 3.59646  -0.021
23 H -7.71635 14.22143 4.28343  -0.025
24 O -3.34319 13.04994 7.10678  -0.037
25 H -3.75222 13.74684 6.59369  -0.021
26 H -3.66930 12.24004 6.71440  0.026
27 O -9.26859 15.83907 7.42453  -0.040
28 H -10.16225 16.15846 7.29968  0.039
29 H -8.88979 15.83611 6.54547  0.022
30 O -4.25255 18.31475 4.73000  -0.068
31 H -5.10534 18.57571 5.07771  -0.020
32 H -4.21202 17.36992 4.87786  -0.017
33 O -1.81713 15.30492 5.40718  -0.067
34 H -2.76949 15.26790 5.31850  -0.041
35 H -1.64373 16.17215 5.77334  0.023
36 O -5.62455 16.20680 2.97721  -0.055
37 H -5.83264 17.13864 2.90950  0.029
38 H -5.28727 16.10023 3.86666  -0.023
39 O -3.74255 17.44223 8.04750  -0.049
40 H -3.97178 16.81217 7.36434  -0.012
41 H -4.58424 17.72740 8.40317  0.005

Computed properties:
Multiplicity: 1
Charge: -1
Energy above the lowest of the compared OMol25 structures with the same formula, charge and spin: 93.2 kJ/mol
Gap between HOMO and LUMO: 7.65 eV
LUMO energy: 0.083 Ha
Highest occupied orbital energy: -0.1980 Eh

---

[4]
A molecular structure, C36H41FeN9O7PS4Se2. Source: the Open Molecules 2025 dataset; level of theory: wB97M-V/def2-TZVPD.

Each line ends with the Löwdin spin population.
Element x y z (Å)
1 Fe 0.06649 -0.04921 0.38662  3.722
2 N 0.18200 -1.44799 2.16540  0.031
3 C 1.10284 -1.03368 3.22942  0.003
4 C 0.65687 0.25772 3.88336  0.001
5 C 0.62761 1.48718 2.96337  0.011
6 O 0.51230 2.58965 3.48724  0.011
7 O 0.73926 1.27840 1.69677  0.073
8 H -0.70432 -1.79066 2.52446  0.000
9 H 0.56951 -2.22780 1.64134  0.000
10 H 2.07691 -0.87877 2.76283  0.000
11 H 1.22522 -1.81687 3.98517  0.001
12 H 1.29546 0.50311 4.73302  0.000
13 H -0.34436 0.13997 4.31026  0.000
14 Se 2.71511 -1.11899 0.12977  0.037
15 P 2.35333 -0.65379 -1.92147  0.007
16 Se 0.32551 -0.00618 -2.29262  0.028
17 C 3.46934 0.68314 -2.48693  0.000
18 C 3.27719 1.23951 -3.75020  0.001
19 C 4.08880 2.27120 -4.19001  0.000
20 C 5.09835 2.76099 -3.36925  0.000
21 C 5.29318 2.21002 -2.11211  0.000
22 C 4.48144 1.17128 -1.67118  0.001
23 C 2.79907 -2.02558 -3.02719  0.001
24 C 4.13192 -2.43259 -3.07564  0.001
25 C 4.51878 -3.43896 -3.94230  0.000
26 C 3.57277 -4.05598 -4.75417  0.000
27 C 2.24364 -3.67589 -4.68183  0.000
28 C 1.85371 -2.65781 -3.82093  0.001
29 H 2.47353 0.87551 -4.37978  0.001
30 H 3.92739 2.70174 -5.16977  0.000
31 H 5.72737 3.57348 -3.70955  0.000
32 H 6.07561 2.58951 -1.46702  0.000
33 H 4.60960 0.74911 -0.68160  0.001
34 H 4.86465 -1.95800 -2.43241  0.001
35 H 5.55625 -3.74645 -3.98215  0.000
36 H 3.87308 -4.84514 -5.43153  0.000
37 H 1.50053 -4.17487 -5.28963  0.000
38 H 0.81405 -2.36536 -3.74793  0.001
39 S 1.31073 -7.31016 2.48329  0.000
40 C 0.80282 -6.17712 1.36628  0.000
41 S -0.41954 -4.99169 1.68519  0.002
42 C -0.19218 -4.26409 0.10450  0.003
43 N 0.70865 -4.88028 -0.59792  0.008
44 N 1.23805 -5.94990 0.11286  0.002
45 C 2.28398 -6.65881 -0.54186  0.000
46 C 3.25853 -5.93662 -1.21666  0.000
47 C 4.28192 -6.61758 -1.85608  0.000
48 C 4.32826 -8.00454 -1.83289  0.000
49 C 3.33742 -8.71385 -1.17081  0.000
50 C 2.31014 -8.04539 -0.52386  0.000
51 S -1.11107 -2.88905 -0.34255  0.016
52 H 3.20023 -4.85628 -1.23982  0.000
53 H 5.04822 -6.05719 -2.37395  0.000
54 H 5.13180 -8.53011 -2.33297  0.000
55 H 3.35919 -9.79579 -1.15445  0.000
56 H 1.53894 -8.58733 0.00182  0.000
57 C -6.01857 6.22891 3.28531  0.000
58 C -5.67635 5.32658 2.11011  0.000
59 S -5.88060 3.62044 2.56750  0.000
60 O -4.87652 3.30329 3.55804  0.000
61 O -7.26832 3.38423 2.88823  0.000
62 C -5.46664 2.77346 1.06840  0.000
63 C -5.34438 1.27264 1.32302  0.000
64 N -4.21447 0.71884 0.58889  0.001
65 C -3.00164 0.49293 1.13354  0.003
66 N -2.10419 0.16111 0.21452  0.024
67 C -2.74875 0.20507 -0.98483  0.002
68 C -4.04224 0.55988 -0.77241  0.001
69 N -5.06919 0.71393 -1.74201  0.000
70 O -6.19692 0.99040 -1.34765  0.000
71 O -4.77588 0.51241 -2.90294  0.000
72 C -2.71967 0.63135 2.57953  0.000
73 H -5.88962 7.27111 2.99484  0.000
74 H -5.36476 6.02319 4.13145  0.000
75 H -7.05045 6.08127 3.59996  0.000
76 H -4.63638 5.42904 1.79784  0.000
77 H -6.32691 5.50318 1.25314  0.000
78 H -4.49105 3.16547 0.77213  0.000
79 H -6.22003 3.00845 0.31941  0.000
80 H -6.25131 0.74477 1.04929  0.000
81 H -5.13703 1.08466 2.37480  0.000
82 H -2.28302 -0.05072 -1.91811  0.000
83 H -3.31907 -0.05956 3.17533  0.000
84 H -2.91447 1.65054 2.91470  0.000
85 H -1.67016 0.40770 2.72991  0.000
86 C -1.58850 4.86619 2.74800  0.000
87 N -0.78087 4.50224 1.59486  0.000
88 C 0.51293 4.88291 1.54149  0.000
89 C 1.31547 4.51324 0.52620  0.000
90 C 0.75033 3.60594 -0.42036  0.000
91 N -0.49702 3.18194 -0.35197  0.002
92 C -1.31064 3.64907 0.62373  0.000
93 O -2.50880 3.35668 0.69108  0.000
94 N 1.51181 3.13887 -1.42939  0.000
95 H -2.02159 5.86226 2.62386  0.000
96 H -0.95855 4.83329 3.63368  0.000
97 H -2.39359 4.14691 2.85816  0.000
98 H 0.85523 5.49436 2.36420  0.000
99 H 2.35159 4.81085 0.48691  0.000
100 H 2.51167 3.23041 -1.37908  0.000
101 H 1.14300 2.35510 -1.95524  0.000

Computed properties:
Multiplicity: 5
Charge: -1
Energy above the lowest of the compared OMol25 structures with the same formula, charge and spin: 75.7 kJ/mol
Gap between HOMO and LUMO (spin up / spin down): 6.31 / 6.36 eV
⟨S²⟩: 6.01
LUMO energy (spin up / spin down): 0.058 / 0.058 Ha
Highest occupied orbital energy (spin up / spin down): -0.1741 / -0.1758 Eh

---

> What is the multiplicity in the second record?

1